136
Properties=species:S:1:pos:R:3:forces:R:3:lowdin_charge:R:1 method="wB97M-V/def2-TZVPD" relative_energy_kcal_mol=0.0 e_homo_ev=-8.51 total_energy_ev=-114806.65403 e_lumo_ev=0.19 spin_multiplicity=1 max_force_ev_per_a=4.940 gap_ev=8.699
C -0.866376 3.287294 -2.670874 1.917 0.287 0.623 -0.280
S -0.820016 4.985444 -3.369474 -0.479 -2.381 -2.675 0.860
O 0.133834 4.907254 -4.587274 -1.372 0.336 2.167 -0.591
C -2.501996 4.601444 -4.087454 0.220 1.331 -0.511 -0.251
H -0.880336 2.509294 -3.434164 -0.603 0.385 -0.286 0.053
H -1.608276 3.177144 -1.879954 -0.133 0.108 -0.237 0.035
H 0.134564 3.188374 -2.250844 0.010 -0.059 0.502 0.017
H -2.518016 3.618484 -4.558214 0.241 -0.005 0.303 0.047
H -2.633676 5.336194 -4.881744 -0.063 0.102 -0.020 0.038
H -3.311176 4.732574 -3.369014 0.222 -0.176 0.250 0.033
C -3.522276 2.297044 0.842556 -0.466 0.239 0.285 -0.252
S -3.590936 4.137404 0.592846 -1.362 -1.666 -0.905 0.862
O -3.980016 4.170244 -0.880734 0.225 0.564 1.558 -0.579
C -5.134036 4.371264 1.694976 0.394 0.236 -0.055 -0.220
H -2.802996 1.729864 0.251756 0.489 0.733 -0.098 0.019
H -4.485926 1.962414 0.458506 -0.152 0.095 0.256 0.027
H -3.407846 2.012254 1.888446 -0.086 0.162 0.073 0.059
H -5.707866 5.239994 1.372286 0.177 -0.088 -0.552 0.044
H -4.851916 4.634344 2.714446 0.613 -0.134 0.004 0.038
H -5.797506 3.511754 1.790636 0.225 -0.207 -0.546 0.035
C -2.711616 -6.090586 -1.637014 0.195 0.477 -0.357 -0.235
S -1.436526 -4.816846 -1.212874 0.790 0.518 -1.147 0.835
O -0.395296 -4.784176 -2.343014 -1.370 -0.353 1.307 -0.583
C -2.365406 -3.274786 -1.525184 -0.588 -0.213 -1.120 -0.252
H -2.221716 -6.736016 -2.366074 0.129 -0.085 0.205 0.048
H -3.580016 -5.656976 -2.132964 0.046 0.151 0.137 0.042
H -3.019466 -6.644926 -0.750424 0.161 0.097 -0.010 0.040
H -3.010586 -3.449896 -2.386104 -0.044 -0.307 -0.159 0.048
H -1.636226 -2.562596 -1.911434 0.152 0.022 0.659 0.026
H -3.026876 -2.850676 -0.769744 0.567 -0.272 0.427 0.031
C 0.125244 1.375034 0.930086 -0.015 -0.024 -0.008 -0.254
S -0.462646 -0.354676 1.000896 -0.004 -0.133 -1.053 0.868
O -1.400226 -0.604326 -0.214054 1.897 0.491 1.638 -0.591
C 1.244394 -1.063196 0.695566 -0.761 -0.556 -0.604 -0.223
H 1.010734 1.500984 1.553096 0.012 -0.327 0.168 0.041
H -0.640316 2.056174 1.301656 -0.121 -0.185 -0.138 0.031
H 0.408544 1.655504 -0.084404 -0.198 -0.166 -0.124 0.048
H 1.921674 -1.065536 1.549606 -0.380 0.904 0.116 0.038
H 1.638944 -0.574006 -0.195014 0.236 0.128 0.211 0.043
H 1.202964 -2.130416 0.477806 -0.736 0.034 -0.252 0.017
C 3.732164 -3.185126 -0.211904 1.700 0.876 -1.523 -0.094
C 2.942374 -4.071716 0.391906 -1.352 -2.098 1.881 -0.115
C 3.404304 -4.834566 1.474566 -0.048 0.011 0.206 -0.075
C 4.719394 -4.751436 1.867096 0.953 0.876 0.217 -0.101
C 5.581834 -3.857096 1.216836 -0.866 0.098 -0.958 -0.108
C 5.086054 -3.097306 0.156926 0.090 0.066 0.576 -0.079
H 3.295904 -2.685926 -1.064474 0.388 0.513 -0.140 0.105
H 1.927614 -4.253326 0.069916 -0.179 0.209 -0.150 0.099
H 2.727744 -5.445686 2.053536 -0.149 -0.237 -0.187 0.096
H 5.143594 -5.257056 2.721976 -0.358 -0.428 0.099 0.100
H 6.621574 -3.733686 1.481606 0.060 -0.191 0.201 0.102
H 5.785244 -2.417796 -0.307614 -0.204 0.172 -0.345 0.104
C 5.487154 2.332004 1.260826 -2.045 0.772 0.092 -0.112
C 4.402824 2.572074 0.402176 -0.266 -0.441 -0.190 -0.087
C 4.611964 2.617804 -0.943464 2.356 1.180 -1.847 -0.085
C 5.944564 2.550564 -1.479704 -1.075 -0.794 1.176 -0.069
C 6.975914 2.190224 -0.617754 -0.671 0.401 -1.492 -0.102
C 6.708034 2.095484 0.730786 1.589 -0.259 0.619 -0.132
H 5.319124 2.477284 2.317736 0.145 -0.495 0.167 0.105
H 3.357834 2.682814 0.651446 0.137 0.183 0.925 0.092
H 3.871284 2.992964 -1.634144 -0.522 -0.395 0.092 0.098
H 6.126284 2.705744 -2.532934 -0.035 -0.004 -0.067 0.093
H 7.959444 2.054434 -1.042764 0.206 -0.060 0.278 0.097
H 7.524944 1.876344 1.402376 0.207 0.023 0.122 0.100
C -0.789916 -4.195206 3.844506 -0.787 0.019 -0.489 -0.073
C -1.364626 -4.943056 4.871366 0.913 2.763 -1.314 -0.111
C -1.410196 -6.277516 4.706726 -0.647 -1.965 0.669 -0.132
C -0.973196 -6.911496 3.558626 0.107 1.089 -1.976 -0.057
C -0.557636 -6.111806 2.413756 -1.066 -2.604 2.279 -0.088
C -0.539076 -4.769976 2.583416 1.339 1.567 0.827 -0.121
H -0.649756 -3.135786 4.000676 -0.051 0.176 -0.227 0.095
H -1.794306 -4.368886 5.678896 0.179 -0.468 0.500 0.106
H -1.854326 -6.789866 5.547356 0.036 -0.765 -0.160 0.103
H -1.087276 -7.977796 3.430586 0.183 -0.097 0.167 0.093
H -0.299426 -6.614756 1.493556 0.026 0.137 -0.118 0.094
H -0.122476 -4.147136 1.805656 -0.200 0.205 -0.209 0.078
C -3.035696 0.114274 -3.690214 -0.022 1.345 0.154 -0.076
C -3.626826 -0.103266 -4.936144 0.328 0.027 0.694 -0.092
C -4.938856 0.274934 -5.107194 0.129 -0.511 0.199 -0.091
C -5.612026 0.938524 -4.076104 -1.629 -0.613 -2.645 -0.109
C -5.058436 1.207994 -2.889014 1.305 0.201 1.187 -0.114
C -3.732726 0.819414 -2.700724 0.148 -0.589 0.141 -0.087
H -1.983686 -0.089036 -3.554744 0.071 -0.275 0.192 0.094
H -3.036736 -0.538086 -5.729314 -0.135 -0.247 -0.081 0.102
H -5.446256 -0.098556 -5.984374 -0.245 0.568 -0.232 0.099
H -6.628406 1.216034 -4.313504 -0.269 0.086 0.276 0.102
H -5.623176 1.682644 -2.100234 0.145 0.222 -0.005 0.095
H -3.293326 1.020774 -1.734914 0.350 -0.099 -0.054 0.074
C 2.637184 -2.177236 -4.758224 0.049 0.336 1.482 -0.066
C 3.444144 -1.042586 -4.703324 -0.134 -1.362 -1.557 -0.094
C 3.135644 0.030784 -3.900264 2.260 0.553 -1.360 -0.120
C 2.083424 -0.041086 -3.105004 -2.120 -0.373 2.154 -0.109
C 1.332584 -1.221616 -3.026794 -0.772 0.595 0.959 -0.106
C 1.587894 -2.305076 -3.806134 0.789 -0.027 -2.511 -0.080
H 2.889094 -2.968296 -5.449004 -0.138 -0.082 -0.047 0.096
H 4.233274 -1.023376 -5.440414 0.339 0.345 0.140 0.097
H 3.734164 0.929744 -3.906504 0.145 0.049 -0.158 0.105
H 1.869154 0.820644 -2.490254 -0.374 -0.022 0.224 0.097
H 0.494984 -1.295286 -2.349004 -0.184 0.251 0.197 0.080
H 0.890634 -3.121786 -3.921064 0.077 -0.273 0.618 0.088
C -4.477466 -0.973236 0.970836 -0.350 -0.182 0.535 -0.097
C -4.905316 -0.660506 2.240576 0.647 0.919 0.840 -0.093
C -6.065266 0.084874 2.468446 0.785 -1.021 -0.166 -0.102
C -6.805816 0.432104 1.377436 -1.096 0.548 -0.862 -0.110
C -6.417366 0.137064 0.055706 0.006 -0.276 1.104 -0.082
C -5.248256 -0.576686 -0.105474 0.019 -0.921 -0.727 -0.108
H -3.596256 -1.589996 0.873526 0.129 0.212 -0.286 0.079
H -4.225176 -0.857716 3.056006 -0.155 -0.408 0.301 0.102
H -6.447356 0.268714 3.461736 0.182 0.137 0.096 0.102
H -7.753336 0.894474 1.611566 -0.216 0.277 -0.456 0.099
H -7.034116 0.346224 -0.805834 -0.122 0.187 0.115 0.102
H -4.982026 -0.988196 -1.067864 0.065 0.399 -0.294 0.102
O 0.901674 4.535744 0.072966 -1.164 1.422 1.024 0.076
C 0.661994 5.522504 0.773346 -1.316 -3.918 -2.706 -0.501
O 1.606774 6.062444 1.435966 2.639 0.044 0.797 0.069
C 1.198554 7.269154 1.981366 -0.264 1.909 0.167 -0.158
C -0.071876 7.636584 1.213766 0.039 0.728 1.126 -0.152
C -0.621866 6.291594 1.048796 -0.641 -2.193 -2.148 -0.117
H 1.948874 7.976804 1.628756 0.322 0.210 1.366 0.137
H 1.008124 7.077944 3.037436 0.448 0.754 0.197 0.139
H 0.303104 8.069804 0.286506 -0.683 0.082 -0.206 0.134
H -0.804986 8.255074 1.731566 0.537 0.508 -0.027 0.128
H -1.309316 6.159394 0.213306 0.029 0.023 -0.018 0.111
H -1.108906 5.821274 1.903016 0.087 0.348 0.363 0.126
O 3.262894 0.674294 2.580806 1.232 -2.226 1.361 0.075
C 3.865524 -0.224086 3.165746 -0.476 1.721 -0.451 -0.396
O 3.320704 -0.879816 4.239616 -2.052 1.463 -1.643 0.016
C 4.085524 -1.939516 4.662446 2.351 -0.242 1.661 -0.185
C 5.519904 -1.435856 4.342876 0.062 -1.161 -0.376 -0.129
C 5.293184 -0.755256 3.000736 -0.083 0.408 -0.085 -0.062
H 3.814584 -2.912026 4.251436 -0.038 0.159 -0.480 0.121
H 3.976504 -1.990416 5.745786 -0.182 -0.210 0.013 0.125
H 6.261204 -2.233776 4.299376 -0.082 -0.099 -0.090 0.111
H 5.865274 -0.746626 5.113446 -0.234 0.169 -0.058 0.117
H 5.330034 -1.440956 2.154236 -0.264 -0.266 0.118 0.098
H 6.026534 0.006214 2.735306 -0.350 0.290 0.195 0.109